Entry 1:
Below is a 9-piece molecular cluster, C15H37N7O18 overall at a distorted geometry, with properties calculated with ωB97M-V/def2-TZVPD.

ΔE to the lowest compared entry with this formula, charge and spin: 0.000 eV
HOMO: -0.3822 Eh
frontier orbital gap: 10.13 eV

```
! RIJCOSX wB97M-V def2-TZVPD def2/J DEFGRID3
* xyz 0 1
C 3.697 3.523 0.164
N 4.800 2.512 0.100
O 5.787 2.720 0.772
O 4.635 1.557 -0.628
H 2.783 2.958 -0.008
H 3.849 4.207 -0.665
H 3.689 3.977 1.146
C 0.036 -3.873 6.942
N 0.953 -4.255 5.812
O 1.705 -3.379 5.420
O 0.897 -5.377 5.364
H 0.663 -3.309 7.619
H -0.394 -4.796 7.313
H -0.747 -3.282 6.471
C 0.290 0.200 5.867
N -1.015 -0.057 5.217
O -1.412 0.805 4.451
O -1.522 -1.150 5.353
H 0.990 0.556 5.121
H 0.655 -0.730 6.297
H 0.207 0.894 6.700
C -0.323 3.546 -6.208
N -0.347 2.772 -4.945
O 0.726 2.383 -4.523
O -1.413 2.553 -4.417
H -0.719 4.549 -6.070
H -0.987 3.044 -6.910
H 0.705 3.553 -6.545
C 2.338 -0.808 -4.980
N 1.295 -1.274 -5.921
O 0.226 -0.683 -5.867
O 1.514 -2.243 -6.609
H 3.230 -1.387 -5.224
H 2.038 -1.015 -3.957
H 2.632 0.220 -5.172
C -1.244 -2.422 -3.651
N -0.940 -3.683 -4.362
O -0.408 -4.572 -3.723
O -1.244 -3.753 -5.532
H -0.329 -1.919 -3.347
H -1.739 -2.641 -2.706
H -1.951 -1.879 -4.265
C -1.704 3.336 2.670
N -1.565 4.180 1.451
O -1.648 3.642 0.364
O -1.345 5.360 1.636
H -1.890 2.301 2.404
H -2.503 3.688 3.314
H -0.741 3.461 3.160
C -3.841 1.105 -0.854
C -3.298 0.234 0.267
O -2.964 -1.053 -0.253
C -2.271 -1.864 0.557
C -2.017 -3.231 -0.017
O -1.864 -1.524 1.641
H -3.204 1.072 -1.739
H -3.740 2.149 -0.550
H -4.864 0.832 -1.101
H -2.425 0.743 0.685
H -4.009 0.099 1.083
H -0.980 -3.241 -0.355
H -2.665 -3.416 -0.871
H -2.206 -3.949 0.774
C 1.603 -0.730 2.606
C 1.586 -1.155 1.169
O 1.264 0.041 0.427
C 1.209 -0.007 -0.900
C 0.757 1.285 -1.518
O 1.366 -1.008 -1.562
H 0.625 -0.358 2.910
H 2.313 0.098 2.721
H 1.980 -1.467 3.316
H 2.556 -1.522 0.822
H 0.863 -1.932 0.919
H 1.652 1.864 -1.760
H 0.128 1.902 -0.880
H 0.234 1.021 -2.430
*
```


Entry 2:
Below is a 3-piece molecular cluster, C15H38BCl2O10P3 overall at a distorted geometry, with properties calculated with ωB97M-V/def2-TZVPD.

HOMO: -0.3174 Eh
frontier orbital gap: 8.91 eV

```
! RIJCOSX wB97M-V def2-TZVPD def2/J DEFGRID3
* xyz 0 1
C 4.567 -1.773 -0.261
C 4.062 -1.340 1.102
O 2.813 -0.653 1.020
P 1.498 -1.471 0.596
O 1.284 -2.592 1.523
O 0.376 -0.374 0.954
C -0.649 -0.636 1.916
C -0.239 -0.159 3.303
O 1.460 -1.120 -0.973
C 1.251 -2.158 -1.954
C 0.007 -2.978 -1.676
H 3.960 -2.591 -0.658
H 5.597 -2.125 -0.201
H 4.515 -0.949 -0.972
H 3.976 -2.197 1.775
H 4.765 -0.642 1.558
H -0.914 -1.692 1.922
H -1.533 -0.086 1.592
H 0.738 -0.560 3.578
H -0.962 -0.459 4.062
H -0.155 0.928 3.325
H 2.134 -2.800 -2.003
H 1.164 -1.654 -2.915
H 0.114 -3.557 -0.756
H -0.177 -3.679 -2.491
H -0.863 -2.331 -1.560
C -6.443 3.406 1.307
C -5.547 3.344 2.531
O -5.950 2.329 3.451
P -5.774 0.781 3.045
O -4.348 0.525 2.796
O -6.003 0.100 4.495
C -4.952 -0.739 5.001
C -3.897 0.030 5.764
O -7.265 0.479 2.532
C -7.487 -0.218 1.288
C -6.740 -1.535 1.220
H -6.282 2.538 0.661
H -6.231 4.299 0.719
H -7.493 3.413 1.598
H -4.504 3.192 2.241
H -5.598 4.285 3.076
H -4.476 -1.284 4.187
H -5.440 -1.477 5.639
H -3.530 0.866 5.172
H -3.062 -0.629 6.006
H -4.294 0.444 6.692
H -7.207 0.427 0.451
H -8.559 -0.389 1.221
H -5.658 -1.376 1.200
H -7.012 -2.082 0.317
H -6.967 -2.151 2.091
O 7.161 2.270 -7.186
B 6.763 2.399 -5.898
C 6.732 1.204 -4.891
C 7.110 -0.156 -5.479
C 6.975 -1.278 -4.456
Cl 5.280 -1.493 -3.922
P 6.214 4.211 -5.310
O 4.591 3.949 -5.098
Cl 6.957 4.347 -3.390
H 7.038 3.105 -7.658
H 7.401 1.474 -4.067
H 5.716 1.159 -4.483
H 6.490 -0.400 -6.340
H 8.168 -0.149 -5.752
H 7.534 -1.040 -3.553
H 7.372 -2.214 -4.840
H 4.428 3.683 -4.182
*
```


Entry 3:
Below is a 3-piece molecular cluster, C15H38BrO7P overall, with properties calculated with ωB97M-V/def2-TZVPD.

ΔE to the lowest compared entry with this formula, charge and spin: 0.000 eV
HOMO: -0.3448 Eh
frontier orbital gap: 10.14 eV

```
! RIJCOSX wB97M-V def2-TZVPD def2/J DEFGRID3
* xyz 0 1
C -2.862 -1.415 -8.211
C -1.463 -1.887 -7.839
C -0.426 -0.762 -7.911
Br 1.141 -1.261 -8.967
P 0.190 -0.263 -6.183
O 0.688 0.052 -4.590
H -3.185 -0.575 -7.591
H -3.592 -2.215 -8.073
H -2.907 -1.094 -9.253
H -1.160 -2.715 -8.480
H -1.472 -2.295 -6.819
H -0.837 0.116 -8.413
H -1.134 0.157 -5.895
H 1.066 0.680 -6.744
H 0.639 -1.580 -5.975
H 0.324 0.861 -4.213
C -5.046 -1.109 -1.311
O -3.755 -0.599 -1.077
C -2.944 -0.653 -2.232
C -1.620 0.033 -1.979
O -1.710 1.449 -2.010
C -2.035 2.063 -0.771
C -0.810 2.407 0.047
O -0.261 1.236 0.608
C 0.965 1.482 1.258
H -5.011 -2.158 -1.628
H -5.601 -1.040 -0.378
H -5.567 -0.534 -2.085
H -3.455 -0.161 -3.072
H -2.755 -1.698 -2.518
H -0.943 -0.252 -2.786
H -1.191 -0.317 -1.038
H -2.705 1.426 -0.189
H -2.554 2.992 -1.014
H -1.094 3.117 0.838
H -0.069 2.901 -0.597
H 1.715 1.872 0.560
H 1.315 0.538 1.669
H 0.851 2.197 2.081
C 0.298 -2.560 4.841
O 1.347 -1.686 5.185
C 2.137 -1.343 4.067
C 3.157 -0.289 4.441
O 2.601 1.011 4.577
C 2.021 1.306 5.838
C 3.025 1.804 6.854
O 3.801 0.732 7.346
C 4.832 1.171 8.197
H 0.680 -3.498 4.422
H -0.258 -2.779 5.751
H -0.375 -2.105 4.105
H 1.497 -0.964 3.259
H 2.665 -2.230 3.688
H 3.876 -0.219 3.623
H 3.685 -0.586 5.349
H 1.484 0.441 6.235
H 1.307 2.111 5.656
H 2.485 2.292 7.679
H 3.675 2.556 6.386
H 5.522 1.842 7.674
H 5.374 0.291 8.538
H 4.432 1.702 9.069
*
```


Entry 4:
Below is C15H38Cl2IrP2 as an isolated structure at a distorted geometry, with properties calculated with ωB97M-V/def2-TZVPD.

ΔE to the lowest compared entry with this formula, charge and spin: 0.000 eV
HOMO (alpha / beta): -0.0154 / -0.1674 Eh
frontier orbital gap (alpha / beta): 3.41 / 7.44 eV

```
! RIJCOSX wB97M-V def2-TZVPD def2/J DEFGRID3
* xyz -1 5
Ir 0.256 0.230 0.201
Cl 2.135 1.587 -0.047
Cl -1.686 -1.071 0.218
H -0.207 1.411 1.187
H 1.266 -0.505 1.251
P 0.149 0.136 -2.005
C 1.796 -0.561 -2.520
C -1.006 -0.810 -3.136
C 0.030 1.883 -2.642
C 2.090 -1.769 -1.635
H 2.496 0.249 -2.270
C 1.950 -0.906 -3.999
H 1.413 -1.825 -4.258
H 3.014 -1.091 -4.198
H 1.635 -0.107 -4.678
H 1.935 -1.527 -0.573
H 3.141 -2.042 -1.783
H 1.457 -2.624 -1.907
H 0.946 2.355 -2.253
C -1.181 2.551 -2.001
C 0.038 2.013 -4.165
H 1.016 1.777 -4.593
H -0.197 3.050 -4.435
H -0.719 1.387 -4.647
H -1.157 2.446 -0.910
H -2.114 2.119 -2.382
H -1.165 3.621 -2.262
C -1.026 -2.321 -2.919
H -0.579 -0.652 -4.139
C -2.444 -0.274 -3.193
H -0.087 -2.817 -3.186
H -1.804 -2.729 -3.585
H -1.297 -2.582 -1.885
H -2.894 -0.203 -2.199
H -3.027 -0.991 -3.779
H -2.520 0.690 -3.704
C -2.470 0.195 3.574
C -1.205 1.033 3.418
P 0.285 0.198 2.728
C 1.716 0.810 3.729
C 1.412 1.390 5.108
C 0.168 -1.558 3.280
C 0.030 -1.835 4.779
H -2.541 -0.588 2.813
H -3.328 0.867 3.468
H -2.542 -0.265 4.569
H -1.392 1.884 2.751
H -0.905 1.460 4.384
H 2.396 -0.055 3.821
H 2.219 1.554 3.099
H 0.827 0.718 5.749
H 2.358 1.565 5.630
H 0.891 2.352 5.034
H -0.673 -1.975 2.711
H 1.091 -2.026 2.905
H -0.558 -1.096 5.345
H -0.459 -2.807 4.891
H 1.027 -1.918 5.244
*
```


Entry 5:
Below is C15H38GaN2O as an isolated structure, with properties calculated with ωB97M-V/def2-TZVPD.

ΔE to the lowest compared entry with this formula, charge and spin: 0.000 eV
HOMO: -0.1562 Eh
frontier orbital gap: 6.65 eV

```
! RIJCOSX wB97M-V def2-TZVPD def2/J DEFGRID3
* xyz -1 1
N -0.633 -0.680 5.765
C -1.253 -0.958 4.445
Ga -2.964 -2.020 4.765
N -2.475 -3.481 5.937
C -4.233 -0.697 5.726
C -5.625 -1.130 5.813
O -6.428 -1.240 4.893
H -0.576 -1.552 6.282
H 0.312 -0.322 5.674
H -0.571 -1.505 3.779
H -1.535 -0.003 3.984
H -3.561 -2.558 3.371
H -2.746 -3.363 6.905
H -2.825 -4.380 5.631
H -3.835 -0.496 6.727
H -4.154 0.223 5.134
H -5.971 -1.413 6.835
C 4.147 -0.956 0.996
C 3.212 -1.637 0.001
C 2.337 -0.659 -0.780
C 1.389 0.183 0.076
C 0.424 -0.622 0.945
C -0.525 -1.511 0.149
H 3.591 -0.409 1.758
H 4.773 -1.687 1.511
H 4.806 -0.248 0.488
H 2.583 -2.359 0.528
H 3.808 -2.217 -0.711
H 1.757 -1.216 -1.522
H 2.986 0.017 -1.348
H 0.810 0.832 -0.591
H 1.971 0.853 0.714
H -0.167 0.070 1.549
H 0.980 -1.232 1.661
H -1.124 -0.916 -0.546
H -1.212 -2.032 0.817
H 0.011 -2.265 -0.431
C -0.136 0.088 -3.875
C 1.133 0.918 -4.036
C 0.936 2.401 -3.725
C -0.068 3.119 -4.628
C 0.248 3.047 -6.122
C 1.583 3.684 -6.495
H -0.921 0.408 -4.562
H 0.059 -0.968 -4.070
H -0.526 0.169 -2.858
H 1.529 0.795 -5.049
H 1.898 0.525 -3.363
H 1.904 2.907 -3.777
H 0.602 2.502 -2.688
H -0.116 4.171 -4.327
H -1.068 2.713 -4.458
H -0.554 3.548 -6.671
H 0.236 2.005 -6.454
H 1.608 4.734 -6.197
H 1.753 3.637 -7.572
H 2.419 3.179 -6.008
*
```


Entry 6:
Below is a 3-piece molecular cluster, C15H38N4O6 overall, with properties calculated with ωB97M-V/def2-TZVPD.

HOMO: -0.3288 Eh
frontier orbital gap: 9.60 eV

```
! RIJCOSX wB97M-V def2-TZVPD def2/J DEFGRID3
* xyz 0 1
C 3.501 -1.794 -0.706
C 2.218 -2.257 -1.419
C 0.916 -1.989 -0.668
N 0.347 -0.694 -1.037
N -0.400 -0.085 -0.017
C -1.479 0.755 -0.533
N -2.522 -0.080 -1.113
C 0.283 0.474 1.062
O -0.259 0.904 2.041
O 1.649 0.429 0.957
C 2.234 1.726 0.826
N 1.937 2.295 -0.458
C 2.849 1.902 -1.526
H 3.268 -1.221 0.193
H 4.127 -1.168 -1.344
H 4.112 -2.646 -0.405
H 2.141 -1.795 -2.409
H 2.277 -3.330 -1.608
H 0.189 -2.765 -0.924
H 1.086 -2.049 0.414
H 1.045 -0.053 -1.400
H -1.822 1.365 0.304
H -1.080 1.418 -1.309
H -2.768 -0.801 -0.442
H -3.349 0.484 -1.280
H 3.304 1.567 0.996
H 1.846 2.383 1.608
H 1.843 3.298 -0.393
H 2.394 2.078 -2.501
H 3.048 0.833 -1.442
H 3.813 2.425 -1.487
C -7.303 -1.042 -5.477
O -6.328 -1.921 -4.950
C -4.995 -1.474 -5.138
C -4.414 -0.850 -3.889
O -5.092 0.345 -3.524
C -6.054 0.159 -2.505
H -8.272 -1.385 -5.121
H -7.141 -0.013 -5.146
H -7.302 -1.066 -6.573
H -4.948 -0.758 -5.966
H -4.390 -2.344 -5.409
H -3.367 -0.595 -4.069
H -4.440 -1.565 -3.062
H -5.578 -0.044 -1.538
H -6.734 -0.665 -2.735
H -6.625 1.083 -2.426
C 4.061 1.244 7.031
O 4.242 1.841 5.761
C 4.848 0.987 4.808
C 3.831 0.354 3.883
O 2.958 -0.518 4.572
C 1.672 0.050 4.792
H 3.434 1.914 7.615
H 3.570 0.271 6.951
H 5.020 1.119 7.546
H 5.428 0.203 5.309
H 5.540 1.593 4.216
H 4.364 -0.225 3.119
H 3.258 1.137 3.376
H 1.115 0.110 3.854
H 1.746 1.050 5.227
H 1.147 -0.604 5.487
*
```


Entry 7:
Below is a 3-piece molecular cluster, C15H38P overall at a distorted geometry, with properties calculated with ωB97M-V/def2-TZVPD.

ΔE to the lowest compared entry with this formula, charge and spin: 0.000 eV
HOMO: -0.1201 Eh
frontier orbital gap: 6.18 eV

```
! RIJCOSX wB97M-V def2-TZVPD def2/J DEFGRID3
* xyz -1 1
C 1.771 -1.567 3.281
C 0.850 -0.543 3.220
C -0.170 -0.674 2.167
P -1.781 -1.489 2.934
H 1.847 -2.220 4.151
H 2.387 -1.704 2.393
H 0.899 0.322 3.882
H -0.361 0.283 1.644
H 0.196 -1.384 1.410
H -1.058 -2.778 2.981
H -2.236 -1.732 1.552
H -2.438 -0.179 2.938
H -1.268 -1.253 4.303
H -2.995 -2.120 3.451
C -5.147 -3.467 -3.529
C -4.095 -3.614 -2.433
C -4.028 -2.415 -1.488
C -3.639 -1.093 -2.149
C -2.295 -1.104 -2.877
C -1.116 -1.382 -1.950
H -4.935 -2.617 -4.180
H -5.175 -4.362 -4.155
H -6.141 -3.329 -3.096
H -3.116 -3.796 -2.887
H -4.328 -4.505 -1.843
H -3.327 -2.638 -0.680
H -5.004 -2.287 -1.007
H -3.618 -0.317 -1.378
H -4.419 -0.791 -2.856
H -2.149 -0.127 -3.348
H -2.305 -1.836 -3.691
H -1.063 -0.635 -1.157
H -0.177 -1.349 -2.509
H -1.190 -2.367 -1.488
C 1.780 1.741 -0.586
C 2.863 1.633 0.483
C 2.942 2.860 1.389
C 3.302 4.167 0.681
C 4.626 4.147 -0.081
C 5.836 3.910 0.817
H 1.967 2.573 -1.270
H 1.743 0.828 -1.182
H 0.799 1.882 -0.130
H 3.831 1.445 0.009
H 2.652 0.759 1.105
H 3.666 2.664 2.185
H 1.978 2.992 1.890
H 3.335 4.968 1.427
H 2.501 4.440 -0.014
H 4.750 5.111 -0.586
H 4.601 3.391 -0.870
H 5.907 4.683 1.586
H 6.757 3.935 0.231
H 5.788 2.938 1.310
*
```